# 1
Formula: C50H97NO34
Source: the Open Molecules 2025 dataset
Level of theory: the ωB97M-V functional and the def2-TZVPD basis

```
182
Properties=species:S:1:pos:R:3:forces:R:3:mulliken_charge:R:1
C 3.925936 -6.295272 -2.095262 0.946 -0.450 -0.644 -0.600
O 3.651759 -5.758734 -0.846470 -1.182 0.786 1.406 -0.264
C 2.412273 -5.240169 -0.810719 -0.770 0.340 0.840 0.737
O 1.642231 -5.141248 -1.736704 0.560 -0.161 0.198 -0.508
O 2.069156 -4.822546 0.406101 0.587 -0.188 0.521 -0.236
C 3.009206 -5.055694 1.531181 -1.080 0.851 -0.943 -0.121
H 3.468591 -7.287820 -2.136399 0.261 0.049 -0.432 0.300
H 5.020636 -6.315063 -2.114077 -0.288 -0.295 -0.540 0.223
H 3.481499 -5.613704 -2.807707 0.274 -0.291 -0.732 0.222
H 2.424569 -4.737431 2.404206 0.454 -0.349 -0.262 -0.276
H 3.857942 -4.393284 1.377935 0.103 -0.134 0.233 0.100
H 3.294304 -6.096455 1.513745 0.103 -0.157 0.343 0.458
C -4.486189 1.274978 0.501517 -0.327 0.824 0.375 -0.379
O -4.719407 2.043475 -0.678487 -0.210 1.106 -0.957 -0.206
C -5.226927 3.282680 -0.506794 -0.203 -0.289 0.018 0.817
O -5.603362 3.707901 0.549423 -0.211 0.213 -0.047 -0.597
O -5.292861 3.946199 -1.689285 0.423 -0.875 0.510 -0.296
C -5.941088 5.219190 -1.600786 -1.433 -0.409 0.939 -0.659
H -4.351800 1.973213 1.352124 0.023 -0.573 -0.361 0.377
H -3.588313 0.722589 0.269833 0.171 -0.345 0.241 -0.254
H -5.356271 0.636441 0.679883 0.264 -0.055 0.068 0.412
H -7.005399 5.029328 -1.217938 1.505 0.598 -0.427 0.269
H -5.990033 5.634585 -2.601747 0.143 -0.138 -0.076 0.233
H -5.381969 5.876153 -0.923178 -0.286 -0.154 -0.116 0.267
C 0.537440 4.603214 6.975699 -0.674 -0.042 0.736 -0.767
O 0.544949 3.599651 5.949221 1.163 1.106 -0.766 -0.123
C -0.556283 2.941658 5.804979 -2.621 -1.298 3.293 0.514
O -1.454277 2.955061 6.645191 0.369 0.394 -1.133 -0.648
O -0.530689 2.110821 4.803049 0.641 -0.520 -1.303 0.215
C -1.666299 1.246350 4.622057 0.247 0.398 0.050 -0.770
H 0.535538 4.123147 7.984659 0.189 0.396 -0.863 0.276
H -0.353232 5.272716 6.927115 0.609 -0.653 -0.212 0.330
H 1.434439 5.154425 6.753521 0.305 0.264 0.359 0.228
H -1.383328 0.632556 3.793031 0.176 -0.273 -0.564 -0.203
H -2.513310 1.869616 4.331412 -0.201 -0.233 0.351 0.432
H -1.835146 0.603224 5.487606 -0.160 0.437 0.083 0.506
C -2.323701 -6.773556 -2.140540 -0.107 -0.057 -0.378 -0.693
O -3.736820 -6.534715 -2.391090 0.608 -0.393 -0.210 -0.339
C -3.863970 -5.579567 -3.301731 -0.168 0.433 0.196 0.785
O -2.952679 -4.803224 -3.573601 -1.844 -0.875 -0.335 -0.430
O -5.143171 -5.619789 -3.815785 2.404 0.221 0.891 -0.347
C -5.211506 -4.622964 -4.816963 -1.215 0.241 -1.033 -0.475
H -1.836342 -7.062438 -3.084384 -0.170 0.050 0.372 0.308
H -2.239379 -7.564060 -1.414919 -0.236 -0.231 0.204 0.314
H -1.860755 -5.867929 -1.783852 0.171 0.173 0.196 0.234
H -6.244234 -4.567887 -5.182087 0.164 0.017 0.472 0.222
H -4.619787 -4.937843 -5.669171 0.396 0.211 -0.089 0.328
H -4.893802 -3.678060 -4.401847 -0.014 0.280 -0.213 0.083
C 2.751602 6.255203 -2.116379 1.426 0.305 0.809 -0.712
O 3.058214 4.871435 -2.094207 -1.464 -0.848 -0.684 -0.312
C 2.062332 4.142055 -2.673948 -0.262 0.117 -0.598 0.978
O 1.057417 4.550483 -3.232668 1.113 0.337 0.772 -0.662
O 2.385932 2.871074 -2.579284 -0.236 -0.843 -0.835 -0.366
C 1.730540 1.916890 -3.542602 1.444 0.953 0.826 -0.390
H 1.817462 6.429733 -1.638623 -0.938 0.267 0.019 0.220
H 2.839188 6.630157 -3.119718 -0.313 0.294 -0.399 0.379
H 3.522813 6.708433 -1.487744 -0.038 0.061 -0.202 0.198
H 1.380092 1.158023 -2.867156 -0.345 -0.554 -0.305 -0.158
H 2.579506 1.593092 -4.157681 -0.380 -0.277 0.205 0.274
H 0.972110 2.361068 -4.182387 -0.118 0.191 0.471 0.441
C 6.490596 0.567064 4.114281 0.739 1.088 0.555 -0.542
O 5.567596 1.553020 4.622231 0.443 0.434 0.704 -0.482
C 4.530435 1.764880 3.846577 -0.214 -0.679 0.153 0.748
O 4.401359 1.193324 2.800954 -0.356 -0.462 -1.329 -0.298
O 3.641130 2.578410 4.377405 0.527 0.389 -0.291 -0.506
C 2.547440 2.874505 3.462711 0.197 0.533 1.627 0.888
H 6.860979 0.847528 3.110362 -0.348 -0.288 0.518 0.232
H 6.011700 -0.394957 4.148359 -0.033 -0.458 -0.242 0.232
H 7.307247 0.637391 4.850840 -0.228 -0.324 -0.465 0.238
H 1.804580 2.140327 3.685568 -0.746 -0.360 -0.271 -0.092
H 2.845307 2.881084 2.440086 0.290 -0.061 -0.574 -0.780
H 2.230829 3.849856 3.814854 -0.325 0.085 -0.254 0.342
C -1.967173 6.394587 -1.607512 0.830 -0.537 -0.652 -0.525
O -1.142821 5.937501 -0.509285 -0.492 0.077 0.110 -0.254
C -1.807814 5.212535 0.392539 -0.731 0.198 -1.178 0.772
O -2.990311 4.948634 0.309247 0.617 -0.025 0.563 -0.639
O -0.957100 4.802430 1.301780 0.399 -0.566 0.831 -0.214
C -1.506325 3.828347 2.212685 -1.523 0.403 -0.693 0.192
H -2.366076 7.385212 -1.371090 0.009 -0.211 -0.143 0.271
H -2.770273 5.662997 -1.830594 0.491 0.559 0.198 0.189
H -1.227237 6.410512 -2.434993 -0.755 0.290 0.299 0.187
H -0.718825 3.398772 2.790334 0.486 0.028 0.312 -0.541
H -2.030698 3.063029 1.635583 0.329 -0.177 -0.009 -0.193
H -2.308368 4.301667 2.793280 0.451 -0.007 0.270 0.655
C -1.901960 2.514362 -1.794241 -0.029 1.501 0.623 -1.254
O -1.900992 1.094352 -1.751761 0.172 0.064 0.478 0.578
C -1.862227 0.532503 -2.937932 -0.306 1.521 -3.057 0.126
O -1.758614 1.171998 -3.995389 -0.030 -1.649 1.673 -0.712
O -2.023371 -0.760934 -2.803942 -0.041 -0.523 0.334 0.140
C -2.085520 -1.638419 -3.936488 1.567 0.231 0.095 -0.314
H -1.189469 2.942579 -2.517553 -0.189 -0.444 0.250 0.751
H -1.610573 2.823542 -0.775468 -0.225 -0.115 -0.480 -0.199
H -2.913007 2.915347 -1.998777 0.563 -0.430 -0.032 0.411
H -1.744867 -2.583260 -3.508621 -0.243 0.015 -0.508 -0.100
H -1.449720 -1.307239 -4.766511 0.145 0.036 0.524 0.066
H -3.059109 -1.694836 -4.343066 -1.316 -0.124 -0.007 0.475
C 3.324596 6.700625 1.869620 -1.191 1.265 -0.835 -0.949
O 3.084288 5.575040 1.015093 0.667 -1.075 0.440 0.250
C 4.202538 4.820720 0.867422 1.226 1.104 -0.089 0.455
O 5.330836 5.265079 1.068082 -1.652 -0.961 -0.186 -0.655
O 3.882092 3.599198 0.459500 -1.186 1.169 0.543 0.293
C 4.940262 2.736699 0.165012 1.266 -0.857 0.204 -0.852
H 4.037938 7.385968 1.364697 -0.206 -0.480 0.742 0.300
H 3.606992 6.395940 2.881019 0.263 0.063 -0.307 0.283
H 2.331566 7.215077 1.905994 0.825 -0.417 0.091 0.240
H 4.788567 1.780720 0.654466 -0.256 0.095 0.157 -0.091
H 5.859731 3.180836 0.547183 0.103 -0.160 -0.341 0.583
H 4.962767 2.537487 -0.890547 0.128 0.214 -0.563 0.142
C -8.294156 -4.504306 -0.972851 0.105 -0.490 0.258 -0.686
O -6.997661 -4.228807 -0.420518 -0.458 -0.666 0.405 -0.337
C -6.216393 -3.500944 -1.170988 -0.335 1.546 -2.652 0.876
O -6.517375 -3.036198 -2.269158 -0.165 -0.641 0.853 -0.657
O -5.073983 -3.295773 -0.597068 1.043 -0.219 0.983 -0.248
C -4.133741 -2.362244 -1.198440 -0.450 -0.886 -0.132 -0.208
H -8.240005 -5.005269 -1.946532 0.185 0.042 0.328 0.260
H -8.851680 -3.591054 -1.089503 -0.184 0.380 -0.013 0.313
H -8.746961 -5.137658 -0.208470 -0.128 0.024 -0.321 0.240
H -3.937070 -1.671460 -0.378049 0.147 0.291 -0.490 -0.241
H -4.603709 -1.951758 -2.118131 0.579 0.012 0.799 0.446
H -3.244971 -2.976248 -1.418779 -0.261 0.542 -0.086 0.156
C 1.848744 0.838255 0.397384 -0.666 1.204 -0.451 2.615
C 1.081079 -0.404356 -0.106167 1.453 -0.693 1.424 1.589
C -0.163516 -0.447212 0.806998 0.045 1.094 -1.869 -0.798
O -0.250207 0.848810 1.391170 -0.982 0.135 0.689 0.890
C 0.614404 1.718630 0.698756 1.050 -0.675 -0.682 0.000
H 2.478323 1.438043 -0.281373 -0.168 -0.859 -0.271 -0.007
H 2.484232 0.599191 1.259998 -0.448 0.182 0.066 -1.543
H 1.706608 -1.266751 0.162965 -0.190 -0.138 -0.691 -0.618
H 0.850166 -0.399000 -1.158862 -0.128 0.027 -0.325 -0.831
H -0.148628 -1.189738 1.553576 0.447 -0.830 1.258 0.464
H -1.040529 -0.683795 0.211238 -0.371 0.295 -0.219 -0.344
H 0.805386 2.620580 1.254471 -0.024 0.210 0.458 0.224
H 0.204091 2.011821 -0.289158 0.013 -0.068 0.418 -1.410
C 4.494886 -2.656707 -1.866163 -0.552 0.562 0.950 -0.070
C 5.450154 -2.588370 -0.677667 1.139 1.086 -0.624 -1.052
C 5.007674 -1.255203 -0.017851 0.363 -0.682 -0.880 0.353
O 4.690812 -0.371913 -1.090306 0.474 -0.061 0.858 -0.376
C 4.304020 -1.138851 -2.197342 0.023 -1.258 -0.277 -0.164
H 3.562412 -3.107152 -1.553234 -0.451 0.053 0.061 -0.455
H 4.850332 -3.243470 -2.694655 0.316 -0.065 -0.420 0.763
H 6.474262 -2.528961 -1.118693 -0.465 0.438 0.517 0.301
H 5.534600 -3.401933 0.027470 -0.602 -0.430 0.093 0.443
H 5.760032 -0.809672 0.605180 0.373 0.316 0.288 0.430
H 4.114633 -1.412894 0.562549 -0.467 -0.225 0.453 -0.523
H 4.975310 -0.905278 -2.999087 0.228 0.370 -0.778 0.423
H 3.284882 -0.898197 -2.458454 -0.401 0.000 -0.292 -0.120
C 0.839024 -3.413697 -5.115367 -0.330 -0.515 0.873 -0.302
C 1.489927 -2.521592 -6.153400 -0.205 -0.294 -0.344 -0.862
C 1.270541 -1.125345 -5.536062 0.485 0.813 -1.079 -0.561
O 1.114723 -1.296381 -4.136085 0.276 -0.736 0.527 0.373
C 1.234419 -2.699934 -3.832073 -0.182 -0.285 -0.448 -0.198
H 1.131229 -4.460845 -4.996816 0.407 0.086 -0.613 0.467
H -0.247845 -3.465098 -5.217357 -0.015 0.340 -0.063 -0.052
H 1.102765 -2.674777 -7.175375 -0.048 0.391 0.467 0.422
H 2.543711 -2.739261 -6.204824 0.546 -0.074 0.043 0.288
H 0.344252 -0.664421 -5.975707 0.832 -0.094 0.518 0.299
H 2.175445 -0.452256 -5.704372 -1.232 -0.658 -0.018 0.202
H 0.621217 -2.987530 -3.005410 -0.798 0.286 0.585 0.226
H 2.220586 -3.064453 -3.505174 0.309 0.759 -0.359 -0.202
C 0.914424 -2.000705 4.614592 0.569 0.791 -1.290 -0.598
C 1.675863 -0.824042 3.908540 -0.468 -0.794 -0.335 1.240
C 2.605574 -1.650539 3.008203 0.850 -0.155 0.365 1.057
O 3.111428 -2.714679 3.884956 -0.988 0.998 -0.353 -0.546
C 1.969112 -3.086503 4.668559 0.259 -1.030 0.577 -0.715
H 0.214859 -2.332822 3.848415 -0.664 0.138 0.365 0.159
H 0.427787 -1.763929 5.565175 0.114 -0.089 -0.269 0.447
H 2.268260 -0.208673 4.591356 -0.213 0.031 -0.074 0.363
H 0.942905 -0.245622 3.316254 0.628 0.142 0.370 -1.004
H 3.473648 -1.120120 2.563583 -0.547 -0.223 0.588 -0.648
H 2.050700 -2.120849 2.187325 -0.148 0.035 -0.011 -0.371
H 2.258234 -3.265194 5.693751 0.554 -0.019 0.315 0.402
H 1.571273 -4.053013 4.315441 0.032 0.231 -0.094 0.263
N -4.524749 -0.738416 3.206972 -0.687 1.502 0.779 0.192
C -3.458956 -1.463228 2.790660 0.240 -0.216 -0.034 -0.374
C -3.946568 -2.684529 2.424631 -1.553 -0.378 -0.239 -0.519
C -5.396843 -2.692271 2.608006 1.109 1.860 0.527 -0.559
C -5.722754 -1.421621 3.115660 1.108 -1.015 -0.322 -0.798
H -4.432756 0.159531 3.676762 -0.151 -0.411 -0.383 0.244
H -2.455776 -1.021859 2.771031 -0.575 -0.401 0.011 0.309
H -3.418450 -3.500328 1.985284 0.387 -0.259 -0.104 0.579
H -6.060508 -3.498111 2.364739 -0.128 -0.078 -0.030 0.519
H -6.627409 -0.910428 3.450371 0.284 -0.522 -0.258 0.427
```
Positions in Å, forces in eV/Å.

Output
Frontier orbital gap   8.88 eV
E_LUMO   0.5 eV
Calculated total energy   -4576.2139 a.u.
Energy above the lowest of the compared OMol25 structures with the same formula, charge and spin   0.0 kJ/mol
2S+1   1
HOMO level   -8.41 eV



# 2
Formula: C3H6NO4S
Source: the Open Molecules 2025 dataset
Level of theory: the ωB97M-V functional and the def2-TZVPD basis

```
15
Properties=species:S:1:pos:R:3:forces:R:3:nbo_charge:R:1
C 1.277148 0.780600 -0.618538 1.436 2.044 -1.912 -0.634
C 1.444805 -0.427240 0.257727 1.242 -1.462 0.471 -0.465
C 0.141575 -0.754296 0.879619 -1.199 1.067 2.766 -0.121
N -2.778668 1.190426 0.281824 -1.022 1.455 0.151 0.199
O -2.148827 0.589239 -0.633764 1.978 -1.936 -1.824 -0.614
O -0.203025 -2.060974 1.203283 0.251 -1.193 -0.263 -0.744
O -3.449083 2.194288 -0.073501 -1.007 0.986 1.183 -0.407
O -0.964900 -1.796020 -1.316770 0.470 -0.191 -1.067 -0.961
S -1.297474 -1.292667 -0.006770 -0.086 -0.024 1.788 1.511
H 1.680598 1.671911 -0.044946 -0.954 -0.622 -0.648 0.195
H 0.183466 0.994883 -1.019939 2.360 -0.640 0.920 0.272
H 2.060735 0.717429 -1.500654 -1.805 0.116 1.347 0.195
H 1.875840 -1.311901 -0.214150 -0.892 -0.163 -1.021 0.219
H 2.297140 -0.414992 1.008341 -1.180 1.053 -0.128 0.198
H -0.119323 -0.080681 1.798234 0.407 -0.490 -1.761 0.158
```
Positions in Å, forces in eV/Å.

Output
Frontier orbital gap (alpha / beta)   5.96 / 7.84 eV
E_LUMO (alpha / beta)   3.8 / 3.2 eV
Calculated total energy   -871.6156 a.u.
Energy above the lowest of the compared OMol25 structures with the same formula, charge and spin   242.2 kJ/mol
⟨S²⟩   2.01
2S+1   3
HOMO level (alpha / beta)   -2.15 / -4.63 eV
Net charge   -1



# 3
Formula: C7H8ClNO2
Source: the Open Molecules 2025 dataset
Level of theory: the ωB97M-V functional and the def2-TZVPD basis

```
19
Properties=species:S:1:pos:R:3:forces:R:3:nbo_charge:R:1
C -0.033995 -1.905375 0.305259 -6.507 -4.267 -0.032 -0.081
C 1.036135 -1.105611 0.251685 5.128 6.159 -1.763 -0.122
C -1.375570 -1.453455 -0.066902 2.684 2.482 2.097 0.112
C 1.143611 0.198811 -0.532206 -2.924 -0.651 1.300 -0.278
C -1.708236 0.056560 0.112901 3.156 -0.590 -0.141 0.035
C -0.558896 1.029103 -0.006708 2.720 -2.718 -2.272 0.560
C 2.189668 1.139779 0.026071 0.125 2.196 0.688 -0.667
N -2.224684 -2.291870 -0.401747 -1.376 -3.993 -0.695 -0.589
O -0.918926 0.648583 1.212214 -1.296 -0.907 1.911 -0.491
O -0.537311 2.313599 -0.284665 -1.726 2.979 0.036 -0.705
Cl -3.334636 0.505980 -0.052105 -0.688 0.416 0.070 0.040
H 0.142021 -2.995282 0.610668 -0.739 1.512 -1.060 0.222
H 1.986584 -1.415075 0.533192 1.399 -0.676 1.222 0.185
H 1.180826 0.038682 -1.668132 -0.358 0.573 1.484 0.237
H 1.820410 2.167246 -0.339291 0.444 -1.082 1.375 0.243
H 3.142403 1.166439 -0.460080 0.723 -0.841 -0.651 0.220
H 2.503916 1.103818 1.173582 -1.494 0.040 -2.348 0.229
H -3.163760 -2.049150 -0.582993 -0.971 0.924 -0.286 0.351
H -1.289566 2.847210 0.169262 1.700 -1.555 -0.931 0.499
```
Positions in Å, forces in eV/Å.

Output
Frontier orbital gap (alpha / beta)   6.62 / 6.50 eV
E_LUMO (alpha / beta)   0.6 / -2.7 eV
Calculated total energy   -936.6875 a.u.
Energy above the lowest of the compared OMol25 structures with the same formula, charge and spin   0.0 kJ/mol
⟨S²⟩   2.02
2S+1   3
HOMO level (alpha / beta)   -6.02 / -9.19 eV